Record 1
C41H41CuFP2 | ωB97M-V with the def2-TZVPD basis set

CARTESIAN COORDINATES (ANGSTROEM)
Cu (0.82769, -1.33985, -0.22985)
C (3.83704, -1.29430, -0.49226)
C (3.35293, -0.08142, -0.14682)
C (3.27036, 1.00941, -1.18270)
C (2.36157, 0.63505, -2.40200)
C (1.25279, -0.26741, -1.91945)
C (1.36047, -1.62974, -2.03687)
C (2.64877, -2.37784, -2.38312)
C (3.99286, -1.84759, -1.84206)
C (-3.30986, 0.94245, 0.04674)
H (4.45317, -1.83492, 0.23624)
H (3.50341, 0.32382, 0.85046)
H (4.28272, 1.28305, -1.57756)
H (2.82274, 1.90545, -0.72530)
H (1.92469, 1.57819, -2.76315)
H (2.95468, 0.17249, -3.21909)
H (0.32558, 0.32485, -1.70016)
H (0.39002, -2.14994, -2.14724)
H (2.77119, -2.43405, -3.46956)
H (2.58808, -3.36999, -1.94395)
H (4.57175, -2.78237, -1.71107)
H (4.55968, -1.19868, -2.54109)
H (-2.82553, 0.11511, 0.56703)
H (-4.30922, 0.57852, -0.35623)
H (-3.48311, 1.77343, 0.73553)
P (0.43509, 0.72261, 1.11409)
P (-2.37871, 1.57015, -1.30287)
C (0.13741, 2.12501, 0.05784)
C (-0.83363, 2.38420, -0.91533)
C (1.22205, 1.40078, 2.57928)
C (2.12185, 2.48607, 2.47265)
C (2.55777, 3.12990, 3.63849)
C (2.11119, 2.76023, 4.90802)
C (1.18643, 1.70154, 5.00685)
C (0.72869, 1.03633, 3.86442)
C (2.36034, -1.45392, 1.57350)
C (2.27127, -2.60449, 0.85731)
C (2.59993, -3.84355, 1.39048)
C (3.16963, -3.82189, 2.68372)
C (3.27120, -2.59383, 3.34808)
C (2.81966, -1.33054, 2.86160)
C (-3.33683, 2.76903, -2.33675)
C (-3.48831, 4.05823, -1.75201)
C (-4.31080, 5.01615, -2.33659)
C (-5.03285, 4.69892, -3.50491)
C (-4.93491, 3.40072, -4.06524)
C (-4.16109, 2.41315, -3.43684)
C (-2.04143, 0.09689, -2.34315)
C (-2.32814, -1.23355, -1.93500)
C (-2.19918, -2.26071, -2.87693)
C (-1.83388, -1.99277, -4.20812)
C (-1.53127, -0.67491, -4.59319)
C (-1.65677, 0.37003, -3.65426)
H (0.88813, 2.92668, 0.18039)
H (-0.64535, 3.28055, -1.56406)
H (2.41429, 2.89325, 1.50180)
H (3.23820, 3.98775, 3.56614)
H (2.41738, 3.31379, 5.81759)
H (0.80490, 1.45267, 5.99298)
H (-0.03348, 0.25170, 3.96408)
H (1.71542, -2.63703, -0.13329)
H (2.28436, -4.72697, 0.78859)
H (3.48930, -4.76669, 3.13784)
H (3.70961, -2.50816, 4.34865)
H (2.85455, -0.43666, 3.50140)
H (-3.06149, 4.24012, -0.75223)
H (-4.39385, 6.00191, -1.88466)
H (-5.66576, 5.48207, -3.97893)
H (-5.51356, 3.17333, -4.96394)
H (-4.28035, 1.34912, -3.71927)
H (-2.78067, -1.44851, -0.93981)
H (-2.46690, -3.28801, -2.59236)
H (-1.84487, -2.79939, -4.95683)
H (-1.27266, -0.44358, -5.64188)
H (-1.54242, 1.41547, -3.96767)
F (-3.19422, -2.78056, 5.59103)
C (-2.63084, -2.55162, 4.33298)
C (-1.84293, -3.49403, 3.68912)
C (-1.05409, -3.17431, 2.52351)
C (-1.04147, -1.91490, 2.02152)
C (-1.77270, -0.97205, 2.68182)
C (-2.60326, -1.27979, 3.79811)
H (-1.77905, -4.47564, 4.13729)
H (-0.52058, -3.99675, 2.08173)
H (-1.75068, 0.07721, 2.40717)
H (-3.17415, -0.51443, 4.28954)

## Properties
E_LUMO (spin up / spin down) ... -0.046 / -0.305 eV
Frontier orbital gap (spin up / spin down) ... 5.57 / 5.31 eV
Multiplicity ... 2

Mulliken population analysis, charges in e, atoms 1 to 2: 0.260 -0.028

***

Record 2
C41H41N4O4Ta | ωB97M-V with the def2-TZVPD basis set

CARTESIAN COORDINATES (ANGSTROEM)
Ta (-0.39754, 0.27480, 0.28731)
O (1.32309, -0.17300, -0.21552)
C (2.51344, -0.58293, 0.50926)
C (2.19426, -0.28089, 2.00071)
C (1.84875, 1.16195, 2.21078)
C (2.73118, 2.01508, 2.84967)
C (2.44118, 3.36277, 2.92191)
C (1.26652, 3.83386, 2.35604)
C (0.39021, 2.95824, 1.74583)
C (-0.89005, 3.48571, 1.14884)
C (-0.98286, 3.29272, -0.38359)
O (-0.63721, 1.93083, -0.58796)
C (0.02093, 4.18863, -1.09625)
C (0.96786, 3.65896, -1.96275)
C (1.86793, 4.49645, -2.61176)
C (1.82441, 5.86476, -2.39923)
C (0.86668, 6.39942, -1.54592)
C (-0.03339, 5.56639, -0.90204)
C (-2.39343, 3.49013, -0.93018)
C (-2.58802, 3.24703, -2.28961)
C (-3.84751, 3.36566, -2.85019)
C (-4.93381, 3.73051, -2.06018)
C (-4.74406, 3.98941, -0.71402)
C (-3.47697, 3.87054, -0.14943)
N (0.68458, 1.62737, 1.69276)
C (2.71155, -2.06577, 0.24985)
C (2.82228, -3.00712, 1.26452)
C (3.02446, -4.34736, 0.95624)
C (3.11105, -4.75144, -0.36537)
C (3.00209, -3.81232, -1.38360)
C (2.80785, -2.47655, -1.07829)
C (3.68493, 0.26243, 0.03829)
C (4.98075, -0.23382, 0.12993)
C (6.06096, 0.56659, -0.21250)
C (5.85649, 1.86629, -0.65379)
C (4.56521, 2.36490, -0.75066)
C (3.48474, 1.56895, -0.40093)
H (3.06925, -0.52611, 2.59911)
H (1.38016, -0.93934, 2.31636)
H (3.64993, 1.61451, 3.25405)
H (3.12861, 4.04729, 3.40088)
H (1.02500, 4.88705, 2.37939)
H (-0.97036, 4.54125, 1.39728)
H (-1.75467, 3.00386, 1.60536)
H (1.00098, 2.59272, -2.14330)
H (2.59712, 4.07344, -3.29070)
H (2.52231, 6.51724, -2.90622)
H (0.81271, 7.46866, -1.39127)
H (-0.79987, 6.00073, -0.26937)
H (-1.73812, 2.98996, -2.91159)
H (-3.98051, 3.20301, -3.91255)
H (-5.91602, 3.83860, -2.50028)
H (-5.57648, 4.30451, -0.09895)
H (-3.35459, 4.11959, 0.89718)
H (2.76895, -2.71922, 2.30584)
H (3.11767, -5.07091, 1.75471)
H (3.27105, -5.79428, -0.60349)
H (3.08261, -4.12114, -2.41734)
H (2.74611, -1.74000, -1.87077)
H (5.14793, -1.25199, 0.45865)
H (7.06439, 0.16867, -0.14386)
H (6.70006, 2.48555, -0.92739)
H (4.39321, 3.37497, -1.10091)
H (2.48294, 1.96960, -0.49255)
N (-1.99592, 0.56636, 1.94728)
C (-2.29758, -0.73364, 2.63175)
C (-1.89256, -1.81635, 1.65066)
O (-2.56583, -2.75358, 1.34691)
O (-0.70489, -1.52093, 1.11282)
H (-1.76774, 1.27282, 2.63919)
H (-2.83144, 0.89332, 1.46154)
H (-3.33637, -0.82347, 2.93333)
H (-1.65448, -0.81517, 3.50830)
N (-2.14887, -0.31231, -0.81983)
C (-2.89036, -0.84448, -1.55108)
N (-3.71436, -1.40893, -2.33799)
C (-4.29706, -0.69296, -3.50422)
C (-4.05446, -1.50707, -4.76470)
C (-4.55287, -2.94138, -4.59572)
C (-3.89050, -3.61591, -3.39544)
C (-4.13249, -2.82393, -2.12232)
H (-3.84949, 0.29826, -3.55260)
H (-5.36545, -0.58467, -3.30591)
H (-2.98638, -1.50334, -4.99796)
H (-4.56810, -1.01543, -5.59151)
H (-4.35233, -3.51295, -5.50078)
H (-5.63896, -2.93734, -4.46076)
H (-2.81444, -3.71370, -3.56208)
H (-4.28603, -4.62154, -3.25126)
H (-3.57831, -3.21438, -1.26995)
H (-5.19372, -2.80219, -1.86640)

## Properties
E_LUMO ... -6.265 eV
Frontier orbital gap ... 7.29 eV
Total charge ... +2

Mulliken population analysis, charges in e, atoms 1 to 2: 2.256 -0.318